Entry from the Open Molecules 2025 dataset: a cluster of 2 separate species, C10H16O2 in total in a non-equilibrium geometry (ωB97M-V/def2-TZVPD).

Each line ends with the Löwdin charge.
Positions of all 28 atoms, in Å:
C 1.17 -2.16 -1.55  -0.468
C 0.53 -0.76 -1.49  -0.032
C 2.53 -2.30 -0.94  -0.050
O 0.14 -3.04 -1.06  -0.066
H 1.21 -2.46 -2.61  0.134
H -0.40 -0.72 -0.95  0.058
H 2.46 -2.13 0.15  0.082
H 3.04 -3.24 -1.13  0.085
H 3.11 -1.41 -1.21  0.084
H 0.40 -3.96 -1.07  0.088
H 0.61 -0.31 -2.48  0.091
H 1.28 -0.17 -0.94  0.056
C -1.01 -0.81 2.71  0.010
C -1.75 1.51 -0.16  0.064
C -1.86 0.54 0.78  0.012
C -0.52 2.25 -0.22  -0.242
C -0.75 0.14 1.58  -0.166
C 0.52 1.90 0.66  0.026
C 0.48 0.85 1.52  0.023
O -0.46 3.26 -1.06  0.182
H -2.50 1.69 -0.91  0.147
H -2.69 -0.09 0.79  0.123
H 0.43 3.36 -1.43  0.165
H 1.45 2.47 0.68  0.142
H -1.85 -0.43 3.28  0.108
H -0.18 -0.80 3.42  0.095
H 1.34 0.55 2.09  0.137
H -1.24 -1.78 2.28  0.112

As for the net charge: +1. The multiplicity is 2. The calculation puts the energy at -540.7888 Eh. The calculation puts the energy above the lowest of the compared OMol25 structures with the same formula, charge and spin at 0.116 eV. As for the lowest unoccupied orbital energy (spin up / spin down): -3.85 / -7.48 eV. As for the frontier orbital gap (spin up / spin down): 0.332 / 0.198 Ha. As for the expectation value of S²: 0.7665.

***

Entry from the Open Molecules 2025 dataset: a structure of composition C10H17As2HgSe4 in a non-equilibrium geometry (ωB97M-V/def2-TZVPD).

Each line ends with the Löwdin charge.
Positions of all 34 atoms, in Å:
Hg 2.54 -1.83 -0.31  0.614
C 1.50 3.36 -0.88  -0.405
As 1.43 1.43 -0.50  1.057
C 2.30 1.48 1.28  -0.376
C -0.62 1.32 -0.10  -0.419
C -1.24 2.59 -0.07  -0.243
C -2.59 2.76 -0.21  -0.223
C -3.39 1.62 -0.22  -0.219
C -2.81 0.39 -0.03  -0.247
C -1.41 0.20 -0.09  -0.384
As -0.84 -1.81 -0.57  1.049
C -2.70 -2.44 -0.73  -0.410
C -0.62 -2.68 1.22  -0.382
H 1.32 4.04 -0.02  0.014
H 0.72 3.55 -1.64  0.011
H 2.50 3.54 -1.32  0.003
H 1.80 2.22 1.93  0.014
H 3.34 1.86 1.10  0.016
H 2.37 0.47 1.68  -0.029
H -0.64 3.50 0.01  0.034
H -3.05 3.72 -0.25  0.050
H -4.47 1.71 -0.26  0.056
H -3.50 -0.45 0.04  0.035
H -3.26 -2.43 0.25  0.028
H -2.66 -3.46 -1.16  0.005
H -3.19 -1.76 -1.40  -0.013
H -1.30 -2.20 1.98  0.023
H 0.44 -2.74 1.50  -0.044
H -1.06 -3.70 1.10  0.014
Se 5.34 -0.64 -0.49  -0.340
Se 5.75 -2.98 -0.98  -0.326
Se 4.56 -4.53 0.34  -0.337
Se 2.27 -5.00 -0.33  -0.350
H 1.17 -1.12 -0.87  -0.274

As for the net charge: -2. The multiplicity is 2. The calculation puts the energy at -14621.7959 Eh. The calculation puts the energy above the lowest of the compared OMol25 structures with the same formula, charge and spin at 0.000 eV. As for the lowest unoccupied orbital energy (spin up / spin down): 4.48 / 4.47 eV. As for the frontier orbital gap (spin up / spin down): 0.075 / 0.226 Ha. As for the expectation value of S²: 0.7571.

***

Entry from the Open Molecules 2025 dataset: a structure of composition C10H17BF2N4O11P2Ru (ωB97M-V/def2-TZVPD).

Each line ends with the Löwdin charge.
Positions of all 48 atoms, in Å:
Ru 0.70 -0.26 0.33  1.390
O 4.83 -0.72 -0.95  0.160
C 3.57 -0.42 -0.71  -0.439
O 2.97 -0.81 0.27  0.034
C 2.94 0.44 -1.76  -0.178
C 3.66 0.90 -2.84  0.024
C 3.02 1.76 -3.74  -0.024
C 1.72 2.12 -3.51  0.020
C 1.03 1.59 -2.38  -0.169
N 1.66 0.75 -1.52  0.092
C -0.30 1.93 -2.12  -0.272
O -1.09 2.63 -2.93  0.161
O -0.92 1.47 -1.03  0.172
H 5.15 -1.29 -0.23  0.155
H 4.69 0.60 -2.97  0.124
H 3.55 2.15 -4.60  0.123
H 1.24 2.82 -4.18  0.118
H -0.74 2.69 -3.82  0.129
N -3.33 -1.97 0.49  0.177
C -2.05 -2.52 1.08  -0.493
C -2.33 -3.88 1.71  -0.070
P -0.82 -2.52 -0.29  0.280
O -1.25 -3.88 -1.02  -0.110
O 0.58 -2.57 0.25  -0.362
O -1.16 -1.30 -1.11  -0.335
P -1.72 -1.24 2.41  0.321
O -0.67 -1.95 3.39  -0.101
O -3.05 -1.02 3.01  -0.279
O -1.02 -0.07 1.75  -0.414
H -3.84 -2.68 -0.05  0.169
H -3.08 -1.20 -0.15  0.117
H -3.90 -1.61 1.28  0.141
H -2.73 -4.57 0.97  0.084
H -3.02 -3.79 2.54  0.092
H -1.39 -4.29 2.08  0.097
H -0.63 -4.18 -1.70  0.098
H -1.12 -2.30 4.17  0.097
F -2.46 3.19 -0.54  0.312
B -2.13 1.91 -0.55  -0.791
F -2.98 1.02 -0.07  0.280
N -0.31 2.50 2.51  0.190
C 0.95 2.56 2.05  -0.623
N 1.69 3.64 2.38  0.181
O 1.43 1.69 1.29  -0.086
H -0.64 3.15 3.20  0.117
H -0.78 1.60 2.44  0.062
H 1.41 4.29 3.08  0.110
H 2.65 3.64 2.08  0.115

As for the net charge: +1. The multiplicity is 6. The calculation puts the energy at -2440.3535 Eh. The calculation puts the energy above the lowest of the compared OMol25 structures with the same formula, charge and spin at 0.000 eV. As for the lowest unoccupied orbital energy (spin up / spin down): -3.09 / -3.60 eV. As for the frontier orbital gap (spin up / spin down): 0.255 / 0.269 Ha. As for the expectation value of S²: 8.7839.

***

Entry from the Open Molecules 2025 dataset: a cluster of 2 separate species, C10H17BN2O2 in total in a non-equilibrium geometry (ωB97M-V/def2-TZVPD).

Each line ends with the Löwdin charge.
Positions of all 32 atoms, in Å:
B 0.52 0.55 -0.02  -0.520
C 3.41 -1.20 -0.53  -0.122
C 3.35 1.25 0.44  -0.191
C 3.45 -1.01 0.99  -0.186
C 2.59 0.90 -0.72  -0.189
C -1.68 0.86 0.00  -0.422
C -1.31 -0.62 -0.13  -0.446
C -2.53 1.38 -1.18  0.006
C -2.28 1.29 1.34  -0.028
C -1.46 -1.24 -1.47  -0.002
C -1.90 -1.43 1.02  -0.011
N 3.80 0.37 1.23  0.033
N 3.00 -0.29 -1.27  0.050
O -0.33 1.49 -0.13  0.197
O 0.14 -0.70 0.11  0.160
H 3.71 -2.11 -0.80  0.062
H 3.81 2.17 0.60  0.087
H 2.62 -1.37 1.48  0.078
H 4.29 -1.61 1.46  0.120
H 2.40 1.74 -1.43  0.114
H -3.51 1.12 -1.21  0.045
H -1.96 1.06 -2.17  0.121
H -2.49 2.54 -1.19  0.127
H -1.62 1.07 2.26  0.116
H -3.22 0.81 1.65  0.092
H -2.35 2.47 1.25  0.133
H -0.92 -2.11 -1.43  0.072
H -1.17 -0.60 -2.32  0.099
H -2.49 -1.50 -1.77  0.112
H -1.57 -1.11 2.04  0.109
H -1.43 -2.47 1.09  0.120
H -2.88 -1.70 0.83  0.067

As for the net charge: 0. The calculation puts the energy at -676.0168 Eh. The calculation puts the energy above the lowest of the compared OMol25 structures with the same formula, charge and spin at 2.762 eV. As for the lowest unoccupied orbital energy: 0.51 eV. As for the frontier orbital gap: 0.317 Ha.

***

Entry from the Open Molecules 2025 dataset: a cluster of 2 separate species, C10H17BrO in total in a non-equilibrium geometry (ωB97M-V/def2-TZVPD).

Each line ends with the Löwdin charge.
Positions of all 29 atoms, in Å:
C 4.30 -0.75 2.07  0.010
C -2.11 -0.53 0.23  -0.195
C -1.03 -1.71 -0.17  -0.134
C -1.37 0.42 1.01  -0.229
C 0.15 -1.09 -0.92  -0.369
C 0.84 0.04 -0.12  -0.563
C -0.16 1.11 0.32  -0.564
C 0.98 -2.23 -1.58  -0.063
C 0.47 1.95 1.49  -0.052
C -0.77 2.03 -0.82  -0.051
O 3.83 -0.83 1.06  -0.050
Br 2.38 0.92 -1.04  0.725
H 1.19 -0.28 0.78  0.044
H -2.48 -0.10 -0.81  0.132
H -3.05 -0.83 0.73  0.111
H -0.85 -2.23 0.73  0.092
H -1.50 -2.47 -0.87  0.122
H -2.06 1.33 1.09  0.141
H -1.13 0.01 2.00  0.133
H -0.36 -0.42 -1.65  0.132
H 1.35 -1.85 -2.50  0.046
H 0.44 -3.14 -1.97  0.097
H 1.85 -2.49 -0.99  0.069
H 1.37 2.44 1.02  0.070
H 0.83 1.21 2.20  0.086
H -0.25 2.57 1.85  0.047
H 0.00 2.39 -1.55  0.066
H -1.22 2.95 -0.32  0.098
H -1.64 1.59 -1.28  0.050

As for the net charge: 0. The calculation puts the energy at -3040.4367 Eh. The calculation puts the energy above the lowest of the compared OMol25 structures with the same formula, charge and spin at 1.726 eV. As for the lowest unoccupied orbital energy: 0.84 eV. As for the frontier orbital gap: 0.392 Ha.

***

Entry from the Open Molecules 2025 dataset: a structure of composition C10H17CeCl2N in a non-equilibrium geometry (ωB97M-V/def2-TZVPD).

Each line ends with the Löwdin charge.
Positions of all 31 atoms, in Å:
Ce -0.50 0.66 0.01  0.012
Cl 1.50 2.23 -0.08  -0.027
Cl -2.50 -0.97 0.07  -0.013
C -1.72 1.90 -1.49  -0.284
H -2.73 1.67 -1.12  0.037
H -1.41 2.96 -1.56  0.063
C 0.58 -0.78 -1.17  -0.414
C -0.96 0.89 -2.24  -0.398
H 1.06 -1.27 -0.27  0.011
C -0.08 1.38 -3.38  -0.217
H -1.38 -0.12 -2.30  0.080
C 0.64 0.30 -4.18  -0.228
H -0.72 1.96 -4.08  0.104
H 0.63 2.11 -2.97  0.099
C 1.69 -0.46 -3.36  -0.225
H -0.09 -0.40 -4.60  0.104
H 1.15 0.78 -5.03  0.095
C 1.01 -1.47 -2.40  -0.323
H 2.34 -1.00 -4.05  0.088
H 2.30 0.25 -2.80  0.107
H 0.12 -1.90 -2.87  0.091
H 1.72 -2.28 -2.20  0.088
C 0.43 -0.78 5.75  -0.098
C -0.80 -0.57 4.85  -0.208
C -0.46 -0.26 3.47  -0.116
N -0.24 0.00 2.36  0.086
H 1.02 -1.64 5.41  0.081
H 0.14 -0.96 6.78  0.071
H 1.08 0.11 5.73  0.081
H -1.42 -1.48 4.85  0.127
H -1.41 0.26 5.24  0.125

As for the net charge: -1. The multiplicity is 2. The calculation puts the energy at -1841.4291 Eh. The calculation puts the energy above the lowest of the compared OMol25 structures with the same formula, charge and spin at 2.805 eV. As for the lowest unoccupied orbital energy (spin up / spin down): 2.23 / 2.23 eV. As for the frontier orbital gap (spin up / spin down): 0.147 / 0.147 Ha. As for the expectation value of S²: 0.7751.